No. 1
# C16H34O18S5

A 6-piece molecular cluster, C16H34O18S5 overall in a non-equilibrium geometry (ωB97M-V with the def2-TZVPD basis set, the OMol25 dataset).

The geometry in XYZ format:
```
73
C16H34O18S5, DFT ωB97M-V with the def2-TZVPD basis set
O 2.74 -17.56 -21.29
S 1.98 -16.28 -21.49
O 0.51 -16.16 -21.29
C 2.85 -15.02 -20.40
C 3.66 -14.13 -21.32
C 2.86 -14.08 -22.65
C 2.59 -15.46 -23.05
H 3.30 -15.36 -19.47
H 1.96 -14.47 -20.08
H 3.87 -13.16 -20.88
H 4.64 -14.51 -21.59
H 3.46 -13.56 -23.39
H 1.99 -13.45 -22.46
H 3.52 -15.91 -23.40
H 1.85 -15.47 -23.85
O 3.77 -19.52 -29.28
S 3.86 -20.96 -29.49
O 2.89 -21.77 -30.23
C 5.58 -21.37 -29.93
C 6.10 -22.48 -28.95
C 5.43 -22.20 -27.55
C 3.94 -21.78 -27.71
H 6.16 -20.51 -29.59
H 5.78 -21.62 -30.97
H 5.79 -23.44 -29.36
H 7.19 -22.48 -28.88
H 5.83 -21.37 -26.97
H 5.50 -23.11 -26.95
H 3.45 -21.07 -27.05
H 3.29 -22.64 -27.79
O -11.47 -32.93 -19.31
S -11.08 -32.71 -17.90
O -12.17 -32.63 -16.92
O -10.00 -33.90 -17.49
C -8.65 -33.48 -17.32
C -8.73 -31.88 -17.24
O -10.02 -31.50 -17.66
H -8.15 -34.08 -16.55
H -8.12 -33.64 -18.25
H -7.97 -31.47 -17.90
H -8.43 -31.50 -16.26
O -9.70 -20.95 -13.38
S -8.32 -20.48 -13.22
O -7.38 -21.13 -12.28
O -7.63 -20.37 -14.75
C -6.68 -19.36 -14.88
C -7.13 -18.31 -13.85
O -8.24 -18.84 -13.26
H -5.64 -19.69 -14.90
H -6.87 -18.97 -15.88
H -7.37 -17.32 -14.23
H -6.35 -18.09 -13.12
O 5.50 -29.94 -18.73
S 5.43 -28.76 -17.86
O 4.44 -27.76 -18.26
O 5.28 -29.23 -16.24
C 6.07 -28.32 -15.49
C 7.30 -27.92 -16.30
O 6.91 -28.11 -17.60
H 5.36 -27.49 -15.43
H 6.15 -28.62 -14.45
H 8.12 -28.63 -16.14
H 7.69 -26.93 -16.07
O -3.00 -25.98 -19.57
C -3.09 -24.67 -19.86
C -1.84 -23.87 -19.56
O -0.90 -24.05 -20.55
H -2.11 -26.15 -19.91
H -3.46 -24.51 -20.87
H -3.80 -24.15 -19.21
H -1.43 -24.07 -18.58
H -2.16 -22.83 -19.57
H -0.33 -23.28 -20.46
```

Values from the calculation:
LUMO energy = 0.46 eV
Structure (SMILES) = O=S1(=O)CCCC1.O=S1(=O)CCCC1.O=S1(=O)OCCO1.O=S1(=O)OCCO1.O=S1(=O)OCCO1.OCCO
Total charge = 0
E_HOMO = -10.086 eV
Energy relative to the best compared isomer or geometry (same formula, charge and spin) = 106.1 kcal per mole
Maximum force = 4.484 eV/A



No. 2
# C16H35AlF5N3O2PSSi2Te

C16H35AlF5N3O2PSSi2Te as an isolated structure (ωB97M-V with the def2-TZVPD basis set, the OMol25 dataset).

The geometry in XYZ format:
```
67
C16H35AlF5N3O2PSSi2Te, DFT ωB97M-V with the def2-TZVPD basis set
Al -0.67 0.52 0.56
F 5.39 0.55 3.25
C 4.10 0.36 3.12
C 3.54 0.22 1.85
F 4.28 0.28 0.76
C 2.18 0.02 1.76
F 1.62 -0.14 0.50
C 1.33 -0.03 2.85
S -0.43 -0.22 2.68
C 1.91 0.10 4.10
F 1.15 0.05 5.19
C 3.28 0.29 4.25
F 3.81 0.42 5.44
C 3.65 3.76 -1.73
Si 2.01 4.36 -2.38
C 1.94 4.54 -4.22
C 1.46 5.90 -1.48
C 0.76 2.96 -1.94
Te 0.45 2.87 0.18
C -1.20 4.21 0.31
Si -1.56 4.86 2.09
C -2.34 3.42 3.01
C 0.05 5.36 2.87
C -2.75 6.27 1.88
H 4.39 4.56 -1.75
H 4.05 2.94 -2.33
H 3.58 3.42 -0.69
H 2.61 5.33 -4.54
H 0.93 4.81 -4.55
H 2.24 3.63 -4.73
H 2.18 6.70 -1.66
H 1.43 5.77 -0.39
H 0.49 6.26 -1.82
H 1.15 1.99 -2.24
H -0.23 3.09 -2.38
H -2.09 3.74 -0.13
H -0.90 5.02 -0.35
H -1.60 2.67 3.31
H -3.11 2.93 2.41
H -2.83 3.76 3.91
H 0.81 4.58 2.85
H -0.12 5.60 3.93
H 0.46 6.26 2.41
H -3.66 5.97 1.36
H -2.30 7.09 1.33
H -3.04 6.66 2.86
N -2.66 0.87 0.62
H -2.98 1.55 -0.07
H -2.94 1.24 1.53
H -3.21 0.02 0.45
N -0.99 -3.43 1.77
C -0.49 -3.49 0.37
P -1.45 -2.31 -0.67
O -2.89 -2.44 -0.36
O -0.79 -0.94 -0.48
C -1.22 -2.84 -2.43
N -2.56 -3.32 -2.93
H -0.56 -4.16 2.35
H -2.01 -3.58 1.80
H -0.80 -2.49 2.21
H -0.64 -4.51 0.01
H 0.58 -3.26 0.36
H -0.50 -3.64 -2.55
H -0.90 -1.99 -3.03
H -3.28 -3.09 -2.21
H -2.58 -4.33 -3.07
H -2.82 -2.89 -3.82
```

Values from the calculation:
LUMO energy = -8.28 eV
Total charge = +3
E_HOMO = -16.545 eV
Energy relative to the best compared isomer or geometry (same formula, charge and spin) = 4.8 kcal per mole
Maximum force = 0.621 eV/A



No. 3
# C16H35Br2F4N3O6S

A 3-piece molecular cluster, C16H35Br2F4N3O6S overall in a non-equilibrium geometry (ωB97M-V with the def2-TZVPD basis set, the OMol25 dataset).

The geometry in XYZ format:
```
67
C16H35Br2F4N3O6S, DFT ωB97M-V with the def2-TZVPD basis set
O 3.58 1.44 2.03
S 2.33 0.49 1.89
O 1.09 1.42 1.76
F 2.20 -0.53 3.27
N 2.58 -0.57 0.50
C 1.27 -1.03 -0.08
C 1.19 -2.63 -0.44
C 2.64 -3.38 -0.61
F 3.38 -3.50 0.70
Br 2.20 -5.30 -1.12
C 3.60 -2.79 -1.80
F 3.94 -3.93 -2.73
F 2.96 -1.75 -2.66
Br 5.40 -2.20 -1.05
H 3.13 -0.05 -0.25
H 1.11 -0.44 -1.11
H 0.32 -0.78 0.59
H 0.65 -3.16 0.48
H 0.50 -2.83 -1.38
C -2.06 -0.90 2.32
O -2.23 -2.02 1.46
C -1.79 -3.25 2.04
C -2.98 -4.15 2.40
N -3.73 -3.62 3.54
C -5.03 -4.27 3.75
C -6.07 -4.17 2.62
O -6.58 -2.86 2.40
C -5.76 -2.03 1.60
H -2.23 0.01 1.73
H -2.79 -0.91 3.13
H -1.04 -0.86 2.73
H -1.12 -3.09 2.89
H -1.20 -3.76 1.26
H -2.61 -5.15 2.65
H -3.61 -4.23 1.51
H -3.89 -2.63 3.40
H -5.46 -3.80 4.65
H -4.86 -5.32 4.00
H -6.93 -4.78 2.93
H -5.72 -4.62 1.68
H -5.23 -2.59 0.82
H -5.06 -1.48 2.23
H -6.39 -1.29 1.11
C -0.51 4.82 -3.29
O 0.74 4.95 -3.96
C 1.51 6.08 -3.53
C 2.73 5.63 -2.71
N 2.33 5.10 -1.40
C 3.40 4.40 -0.69
C 4.00 3.15 -1.36
O 3.11 2.03 -1.44
C 2.21 2.08 -2.53
H -1.11 4.08 -3.82
H -0.37 4.47 -2.26
H -1.06 5.77 -3.29
H 0.90 6.81 -2.99
H 1.87 6.56 -4.44
H 3.40 6.48 -2.57
H 3.25 4.87 -3.29
H 1.55 4.46 -1.52
H 2.98 4.09 0.28
H 4.20 5.11 -0.47
H 4.83 2.81 -0.73
H 4.45 3.36 -2.34
H 2.65 2.55 -3.42
H 1.29 2.59 -2.24
H 1.93 1.05 -2.79
```

Values from the calculation:
LUMO energy = -0.85 eV
Structure (SMILES) = O=S(=O)(F)NCC[C@@](F)(Br)C(F)(F)Br.COCCNCCOC.COCCNCCOC
Total charge = 0
E_HOMO = -8.834 eV
Energy relative to the best compared isomer or geometry (same formula, charge and spin) = 113.6 kcal per mole
Maximum force = 7.595 eV/A



No. 4
# C16H35Cl10N

A 6-piece molecular cluster, C16H35Cl10N overall in a non-equilibrium geometry (ωB97M-V with the def2-TZVPD basis set, the OMol25 dataset).

The geometry in XYZ format:
```
62
C16H35Cl10N, DFT ωB97M-V with the def2-TZVPD basis set
C -15.49 0.00 -6.16
C -15.43 1.14 -7.15
N -16.56 2.17 -6.88
C -16.55 2.98 -5.79
C -15.25 3.40 -5.31
C -16.69 3.06 -8.04
C -18.14 3.62 -8.17
H -14.77 -0.77 -6.47
H -16.55 -0.37 -6.02
H -15.40 0.53 -5.14
H -15.73 0.60 -8.29
H -14.51 1.60 -7.31
H -16.71 2.14 -4.85
H -17.56 3.41 -5.61
H -14.34 2.84 -5.45
H -15.12 3.33 -4.22
H -15.30 4.51 -5.68
H -16.31 2.46 -8.88
H -15.98 3.90 -7.88
H -18.92 2.84 -8.27
H -18.04 4.35 -9.13
H -18.37 4.30 -7.26
Cl -19.76 -5.33 -9.01
C -19.99 -4.29 -7.53
C -19.70 -5.11 -6.23
Cl -21.08 -6.22 -5.97
H -21.01 -3.79 -7.49
H -19.25 -3.43 -7.56
H -19.81 -4.56 -5.36
H -18.86 -5.75 -6.38
Cl -24.65 5.36 -8.59
C -22.90 5.53 -8.84
C -22.24 5.81 -7.45
Cl -22.39 4.40 -6.44
H -22.80 6.56 -9.38
H -22.79 4.65 -9.44
H -22.74 6.79 -6.83
H -21.20 6.09 -7.67
Cl -21.94 -2.86 -2.97
C -20.83 -1.90 -1.95
C -20.50 -2.53 -0.64
Cl -21.91 -2.54 0.37
H -21.20 -0.71 -1.84
H -19.94 -1.94 -2.58
H -19.57 -2.22 0.06
H -20.32 -3.69 -0.91
Cl -21.37 0.94 -4.23
C -20.77 1.05 -5.93
C -19.50 0.22 -5.86
Cl -19.72 -1.43 -5.58
H -20.53 2.17 -5.93
H -21.57 0.74 -6.51
H -18.83 0.66 -5.17
H -18.75 0.43 -6.85
Cl -21.31 2.16 -9.71
C -22.79 1.32 -10.18
C -22.91 0.06 -9.31
Cl -21.46 -1.06 -9.50
H -22.59 0.84 -11.26
H -23.67 2.00 -10.12
H -23.80 -0.59 -9.50
H -22.92 0.35 -8.23
```

Values from the calculation:
LUMO energy = 0.42 eV
Structure (SMILES) = CCN(CC)CC.ClCCCl.ClCCCl.ClCCCl.ClCCCl.ClCCCl
Total charge = 0
E_HOMO = -8.427 eV
Energy relative to the best compared isomer or geometry (same formula, charge and spin) = 0.0 kcal per mole
Maximum force = 9.535 eV/A



No. 5
# C16H35Cl12NPS

A 7-piece molecular cluster, C16H35Cl12NPS overall in a non-equilibrium geometry (ωB97M-V with the def2-TZVPD basis set, the OMol25 dataset).

The geometry in XYZ format:
```
66
C16H35Cl12NPS, DFT ωB97M-V with the def2-TZVPD basis set
S 1.04 -0.54 2.12
P 0.81 -1.71 0.60
C -0.87 -1.52 -0.23
C -1.74 -2.74 0.23
C -3.16 -2.06 0.38
C -2.82 -0.56 0.72
N -1.58 -0.24 -0.02
H 0.91 -3.10 0.93
H 1.76 -1.50 -0.44
H -0.68 -1.66 -1.31
H -1.50 -3.20 1.19
H -1.82 -3.41 -0.63
H -3.59 -2.07 -0.63
H -3.79 -2.51 1.16
H -2.91 -0.22 1.76
H -3.63 -0.01 0.20
H -1.81 0.31 -0.86
H -0.87 0.36 0.44
Cl 4.98 -1.17 -1.94
C 4.40 -0.95 -3.61
C 2.94 -0.55 -3.64
Cl 1.87 -1.88 -3.11
H 4.57 -1.87 -4.15
H 5.00 -0.16 -4.06
H 2.65 -0.29 -4.66
H 2.75 0.32 -3.01
Cl -3.39 3.62 -4.93
C -2.77 3.59 -3.26
C -1.97 2.34 -2.98
Cl -3.00 0.88 -2.95
H -3.62 3.69 -2.59
H -2.13 4.47 -3.14
H -1.50 2.42 -2.00
H -1.19 2.19 -3.72
Cl 8.25 2.43 -4.02
C 7.69 2.67 -5.69
C 6.23 3.07 -5.75
Cl 5.16 1.75 -5.24
H 7.87 1.75 -6.24
H 8.30 3.45 -6.13
H 5.96 3.34 -6.77
H 6.04 3.93 -5.11
Cl 7.79 1.77 -0.70
C 9.28 1.79 0.28
C 9.74 3.20 0.57
Cl 10.32 4.03 -0.89
H 10.04 1.23 -0.26
H 9.06 1.27 1.21
H 10.58 3.17 1.27
H 8.95 3.80 1.01
Cl -4.55 -2.11 4.63
C -6.24 -1.93 4.08
C -6.33 -1.23 2.75
Cl -5.86 0.48 2.85
H -6.79 -1.39 4.85
H -6.66 -2.93 4.01
H -7.35 -1.26 2.38
H -5.69 -1.71 2.01
Cl -9.06 -1.78 6.18
C -8.43 -1.90 7.85
C -7.69 -3.20 8.08
Cl -8.77 -4.61 8.06
H -9.27 -1.80 8.53
H -7.76 -1.06 8.00
H -7.21 -3.18 9.05
H -6.92 -3.35 7.32
```

Values from the calculation:
LUMO energy = -2.66 eV
Total charge = +1
E_HOMO = -11.923 eV
Maximum force = 2.957 eV/A



No. 6
# C16H35N3O8PS2

A 2-piece molecular cluster, C16H35N3O8PS2 overall in a non-equilibrium geometry (ωB97M-V with the def2-TZVPD basis set, the OMol25 dataset).

The geometry in XYZ format:
```
65
C16H35N3O8PS2, DFT ωB97M-V with the def2-TZVPD basis set
C 1.40 2.53 -1.22
C 2.79 1.93 -1.46
C 3.15 1.81 -2.95
C 3.22 0.38 -3.51
O 2.48 -0.59 -2.74
C 1.18 -0.69 -3.03
O 0.57 0.06 -3.74
N 0.55 -1.79 -2.36
S 0.18 -2.97 -3.59
C -1.45 -3.57 -3.13
C -2.67 -2.75 -3.52
O -3.61 -3.26 -4.06
O -2.66 -1.42 -3.19
C -3.66 -1.11 -2.20
C -3.57 0.37 -1.86
C -2.15 0.85 -1.57
O -4.44 0.51 -0.71
C -5.19 1.64 -0.66
O -6.30 1.68 -1.12
C -4.58 2.83 0.05
S -3.96 4.10 -1.08
P 1.48 -2.47 -0.99
N 0.60 -1.61 0.21
O 0.83 -3.97 -0.86
H 1.08 2.36 -0.19
H 0.67 2.07 -1.89
H 1.42 3.60 -1.44
H 3.53 2.59 -0.99
H 2.88 0.97 -0.95
H 2.43 2.38 -3.55
H 4.12 2.28 -3.14
H 4.25 0.02 -3.50
H 2.87 0.36 -4.54
H -1.50 -3.79 -2.07
H -1.56 -4.52 -3.67
H -3.48 -1.71 -1.29
H -4.65 -1.33 -2.60
H -4.01 0.92 -2.69
H -1.82 1.56 -2.32
H -2.14 1.34 -0.59
H -1.44 0.03 -1.54
H -3.80 2.51 0.74
H -5.37 3.31 0.62
H -2.93 3.43 -1.60
H 1.14 -1.66 1.07
H -0.33 -1.99 0.39
H -0.03 -3.96 -0.43
C 2.90 -0.08 6.08
C 1.91 0.76 5.31
C 0.71 0.00 4.73
O 1.13 -0.77 3.61
C 1.38 -2.16 3.87
N 2.60 1.36 4.11
H 3.44 -0.77 5.43
H 3.64 0.54 6.59
H 2.39 -0.67 6.84
H 1.56 1.59 5.92
H -0.03 0.71 4.36
H 0.23 -0.61 5.49
H 0.79 -2.53 4.71
H 2.44 -2.33 4.06
H 1.10 -2.72 2.98
H 3.54 1.71 4.32
H 2.06 2.12 3.68
H 2.67 0.61 3.40
```

Values from the calculation:
LUMO energy = -3.62 eV
Total charge = +1
E_HOMO = -10.590 eV
Maximum force = 1.295 eV/A